{
  "formula": "C3H8N2O",
  "method": "ωB97M-V with the def2-TZVPD basis set",
  "fmax_ev_per_a": 1.76,
  "lumo_ev": 0.83,
  "e_above_lowest_ev": 2.327,
  "charge": 0,
  "multiplicity": 1,
  "gap_ha": 0.3286,
  "smiles": "CN/N=C(/C)O",
  "species": ["C", "N", "N", "C", "C", "O", "H", "H", "H", "H", "H", "H", "H", "H"],
  "coordinates": [[2.098, 0.314, -0.016], [1.244, -0.901, 0.241], [-0.114, -0.918, 0.282], [-0.923, -0.019, -0.091], [-2.392, -0.286, 0.016], [-0.643, 1.188, -0.653], [3.114, 0.013, 0.230], [2.089, 0.544, -1.081], [1.876, 1.187, 0.620], [1.569, -1.403, 1.062], [-2.863, 0.496, 0.610], [-2.838, -0.267, -0.977], [-2.554, -1.253, 0.478], [0.336, 1.303, -0.720]],
  "nbo_charge": [-0.478, -0.454, -0.330, 0.486, -0.654, -0.698, 0.223, 0.196, 0.184, 0.364, 0.219, 0.220, 0.236, 0.488]
}